Entry 1:
Below is a structure of composition C36H64NO2P2PtSi2, with properties calculated with ωB97M-V with the def2-TZVPD basis set.

Calculated values
* max |F|: 1.77 eV Å⁻¹
* gap between HOMO and LUMO (alpha / beta): 8.000 / 5.699 eV
* spin multiplicity: 5
* net charge: +1
* energy relative to the best compared isomer or geometry (same formula, charge and spin): 25.01 kcal/mol
* HOMO (alpha / beta): -10.08 / -10.77 eV

Each line ends with the Löwdin spin population.
Cartesian coordinates (Å):
Pt (0.278, -0.313, -0.075)  1.512
C (3.536, -1.126, -2.134)  0.026
P (2.722, -0.098, -0.863)  0.161
C (3.406, 1.561, -1.234)  0.037
C (3.748, -0.549, 0.586)  0.006
C (3.444, 0.389, 1.742)  0.025
P (1.630, 0.423, 2.082)  0.215
C (1.533, -1.095, 3.084)  0.016
C (1.621, 1.722, 3.372)  0.047
H (4.571, -0.801, -2.246)  0.005
H (3.022, -1.041, -3.090)  0.000
H (3.510, -2.170, -1.827)  0.002
H (4.481, 1.558, -1.048)  0.006
H (2.932, 2.320, -0.613)  0.001
H (3.227, 1.808, -2.280)  0.000
H (4.803, -0.511, 0.304)  0.003
H (3.512, -1.582, 0.854)  0.000
H (3.774, 1.403, 1.503)  0.000
H (3.965, 0.076, 2.649)  0.007
H (2.074, -0.944, 4.020)  0.003
H (1.968, -1.921, 2.525)  0.001
H (0.493, -1.346, 3.274)  0.001
H (2.557, 1.670, 3.927)  0.008
H (0.781, 1.560, 4.045)  0.000
H (1.520, 2.711, 2.923)  0.001
C (-0.109, -4.192, -5.953)  -0.006
C (0.234, -3.753, -4.553)  0.003
C (0.778, -4.665, -3.641)  0.188
C (1.115, -4.280, -2.338)  -0.003
C (1.733, -5.263, -1.381)  -0.008
C (0.903, -2.978, -1.959)  0.143
C (0.357, -2.002, -2.846)  0.055
C (0.028, -2.449, -4.162)  0.133
N (0.202, -0.748, -2.391)  0.627
C (-0.161, 0.425, -3.221)  0.044
C (-1.609, 0.311, -3.727)  0.023
C (0.829, 0.618, -4.380)  0.021
C (-0.102, 1.677, -2.332)  0.025
H (-0.237, -5.272, -6.002)  0.000
H (0.696, -3.920, -6.639)  -0.003
H (-1.024, -3.715, -6.303)  -0.001
H (0.918, -5.698, -3.940)  0.010
H (1.326, -6.263, -1.533)  -0.001
H (1.550, -4.960, -0.350)  -0.001
H (2.811, -5.325, -1.545)  -0.003
H (1.140, -2.669, -0.953)  0.011
H (-0.438, -1.775, -4.860)  0.005
H (-1.731, -0.435, -4.507)  0.001
H (-1.923, 1.273, -4.130)  0.003
H (-2.252, 0.054, -2.889)  0.000
H (0.923, -0.267, -5.003)  0.002
H (1.823, 0.865, -3.997)  0.000
H (0.489, 1.443, -5.006)  0.002
H (-0.688, 1.516, -1.424)  0.007
H (-0.541, 2.530, -2.851)  0.002
H (0.928, 1.934, -2.080)  0.006
C (-4.388, -0.396, -1.749)  0.005
Si (-3.442, -0.244, -0.109)  0.029
C (-4.383, 1.214, 0.682)  0.020
C (-3.858, -1.786, 0.881)  -0.002
O (-1.878, 0.131, -0.243)  0.311
H (-5.442, -0.575, -1.531)  0.000
H (-4.016, -1.234, -2.347)  0.000
H (-4.305, 0.520, -2.339)  0.000
H (-5.440, 1.159, 0.418)  0.002
H (-3.983, 2.164, 0.316)  0.000
H (-4.290, 1.183, 1.770)  0.000
H (-4.914, -1.809, 1.162)  0.000
H (-3.257, -1.823, 1.793)  0.000
H (-3.633, -2.689, 0.307)  0.000
C (-5.144, 1.859, 7.174)  0.000
C (-4.242, 1.811, 5.974)  0.000
C (-3.539, 0.656, 5.655)  0.000
C (-2.704, 0.584, 4.550)  0.000
C (-1.965, -0.705, 4.307)  0.000
C (-2.582, 1.714, 3.714)  0.002
C (-1.741, 1.713, 2.521)  0.004
O (-0.838, 0.935, 2.260)  0.047
C (-3.303, 2.889, 4.016)  0.000
C (-3.202, 4.138, 3.172)  0.000
C (-4.107, 2.917, 5.140)  0.000
H (-4.807, 1.172, 7.948)  0.000
H (-6.156, 1.565, 6.886)  0.000
H (-5.194, 2.866, 7.587)  0.000
H (-3.636, -0.216, 6.293)  0.000
H (-2.473, -1.524, 4.817)  0.000
H (-0.955, -0.634, 4.719)  0.000
H (-1.875, -0.943, 3.248)  0.000
H (-1.974, 2.509, 1.799)  0.000
H (-3.552, 3.959, 2.153)  0.000
H (-2.177, 4.506, 3.125)  0.000
H (-3.820, 4.924, 3.601)  0.000
H (-4.641, 3.828, 5.389)  0.000
C (-2.459, -4.541, 3.197)  0.000
Si (-1.179, -4.790, 1.856)  0.000
C (-1.826, -5.774, 0.401)  0.000
C (0.336, -5.605, 2.606)  -0.001
C (-0.664, -3.138, 1.220)  0.038
C (-0.314, -2.055, 0.785)  0.177
H (-2.855, -5.495, 3.553)  0.000
H (-3.298, -3.941, 2.837)  0.000
H (-2.015, -4.024, 4.052)  0.000
H (-1.912, -6.835, 0.645)  0.000
H (-1.158, -5.676, -0.458)  0.000
H (-2.813, -5.421, 0.095)  0.000
H (0.050, -6.488, 3.184)  0.000
H (0.851, -4.920, 3.283)  0.000
H (1.050, -5.927, 1.845)  0.000

Atoms 1-2, force components in eV/Å:
Pt -1.3036 0.7581 -0.1085
C -0.3628 0.0166 -0.1255

---

Entry 2:
Below is a structure of composition C36H65BClF3N2O7S5, with properties calculated with ωB97M-V with the def2-TZVPD basis set.

Calculated values
* max |F|: 3.46 eV Å⁻¹
* gap between HOMO and LUMO: 7.566 eV
* energy relative to the best compared isomer or geometry (same formula, charge and spin): 112.36 kcal/mol
* HOMO: -8.46 eV

Each line ends with the Löwdin charge.
Cartesian coordinates (Å):
C (-3.258, -0.888, 1.402)  -0.094
C (-2.021, -1.366, 0.487)  -0.240
C (-1.808, -0.440, -0.786)  -0.205
C (-0.353, -0.535, -1.408)  -0.193
C (-0.011, -1.977, -1.988)  -0.216
C (-0.770, -2.245, -3.358)  -0.203
C (-0.571, -3.789, -3.701)  -0.198
C (-1.893, -4.651, -3.522)  -0.201
C (-2.734, -4.236, -2.215)  -0.192
C (-3.484, -5.537, -1.713)  -0.211
C (-2.819, -6.254, -0.466)  -0.195
C (-1.227, -6.214, -0.414)  -0.193
C (-0.808, -5.450, 0.905)  -0.209
C (0.768, -5.323, 1.131)  -0.117
C (1.011, -3.920, 1.833)  -0.074
C (1.864, -2.869, 1.296)  -0.082
C (2.617, -3.195, -0.049)  -0.106
C (4.015, -3.867, 0.344)  -0.755
O (4.177, -4.278, 1.456)  0.044
Cl (5.400, -3.998, -0.813)  0.613
C (2.025, -1.506, 2.003)  -0.061
C (2.912, -0.386, 1.376)  -0.119
C (4.425, -0.813, 1.075)  -0.079
C (5.299, 0.505, 1.152)  -0.128
F (6.359, 0.566, 2.078)  0.023
C (5.108, 1.626, 0.365)  -0.188
F (3.964, 2.400, 0.394)  0.078
F (6.085, 2.084, -0.510)  0.067
C (1.294, -1.309, 3.260)  0.031
B (1.338, 0.094, 4.079)  -0.519
O (1.621, 0.146, 5.463)  0.130
O (1.030, 1.253, 3.293)  -0.007
C (-0.373, 1.183, 2.936)  -0.232
C (-0.884, 2.511, 2.220)  -0.053
C (0.415, -2.390, 3.871)  -0.249
N (-0.330, -2.295, 5.045)  -0.231
S (-1.091, -3.784, 5.185)  0.967
N (-0.550, -4.606, 3.824)  -0.233
C (0.271, -3.722, 3.154)  -0.253
H (-3.966, -1.767, 1.499)  0.070
H (-3.772, -0.042, 0.873)  0.068
H (-2.935, -0.641, 2.450)  0.062
H (-2.302, -2.386, 0.111)  0.071
H (-1.056, -1.415, 1.065)  0.082
H (-2.113, 0.629, -0.564)  0.107
H (-2.514, -0.830, -1.586)  0.103
H (-0.247, 0.197, -2.266)  0.113
H (0.398, -0.266, -0.597)  0.088
H (1.100, -2.104, -2.183)  0.102
H (-0.271, -2.717, -1.177)  0.087
H (-1.859, -1.945, -3.287)  0.098
H (-0.344, -1.601, -4.186)  0.100
H (-0.146, -3.865, -4.741)  0.105
H (0.185, -4.206, -2.966)  0.090
H (-1.631, -5.752, -3.479)  0.101
H (-2.495, -4.520, -4.469)  0.112
H (-3.524, -3.526, -2.603)  0.113
H (-2.071, -3.780, -1.435)  0.074
H (-4.514, -5.198, -1.372)  0.104
H (-3.683, -6.289, -2.536)  0.109
H (-3.130, -7.338, -0.405)  0.107
H (-3.219, -5.745, 0.456)  0.103
H (-0.880, -7.289, -0.280)  0.115
H (-0.727, -5.843, -1.348)  0.092
H (-1.210, -4.385, 0.878)  0.099
H (-1.317, -5.920, 1.801)  0.107
H (1.358, -5.442, 0.188)  0.099
H (1.069, -6.114, 1.886)  0.130
H (2.814, -2.209, -0.560)  0.096
H (2.032, -3.855, -0.740)  0.105
H (2.444, -0.136, 0.370)  0.119
H (2.934, 0.572, 1.955)  0.111
H (4.832, -1.602, 1.760)  0.134
H (4.469, -1.114, -0.013)  0.100
H (0.753, 0.308, 5.893)  0.117
H (-0.945, 0.971, 3.895)  0.133
H (-0.605, 0.345, 2.204)  0.098
H (-2.012, 2.420, 2.167)  0.090
H (-0.461, 2.527, 1.173)  0.086
H (-0.540, 3.384, 2.852)  0.045
C (0.797, 7.515, 1.708)  -0.260
S (0.426, 5.839, 2.256)  0.827
O (-0.990, 5.824, 2.731)  -0.565
C (1.483, 5.890, 3.714)  -0.252
H (0.209, 7.724, 0.815)  0.053
H (0.535, 8.228, 2.492)  0.057
H (1.858, 7.592, 1.469)  0.053
H (1.176, 6.708, 4.368)  0.059
H (2.521, 6.024, 3.406)  0.055
H (1.383, 4.943, 4.245)  0.050
C (-3.651, 6.531, 4.014)  -0.273
S (-3.835, 6.450, 5.804)  0.795
O (-3.727, 5.017, 6.200)  -0.562
C (-5.586, 6.886, 5.832)  -0.283
H (-2.626, 6.254, 3.759)  -0.002
H (-4.345, 5.836, 3.537)  0.062
H (-3.846, 7.550, 3.674)  0.055
H (-6.157, 6.168, 5.241)  0.055
H (-5.717, 7.892, 5.432)  0.048
H (-5.931, 6.860, 6.866)  0.045
C (-1.452, 0.563, -7.335)  -0.271
S (-2.369, -0.989, -7.393)  0.816
O (-1.761, -1.903, -6.386)  -0.557
C (-1.769, -1.497, -9.015)  -0.273
H (-1.648, 1.043, -6.376)  0.050
H (-0.383, 0.367, -7.431)  0.058
H (-1.790, 1.215, -8.141)  0.052
H (-0.680, -1.562, -9.005)  0.058
H (-2.096, -0.776, -9.766)  0.052
H (-2.189, -2.475, -9.246)  0.050
C (4.570, 3.904, -2.385)  -0.273
S (4.061, 5.528, -1.793)  0.800
O (2.592, 5.646, -2.017)  -0.558
C (4.883, 6.465, -3.096)  -0.273
H (4.134, 3.149, -1.736)  0.020
H (4.216, 3.752, -3.406)  0.063
H (5.657, 3.828, -2.348)  0.052
H (4.509, 6.151, -4.072)  0.056
H (5.960, 6.303, -3.036)  0.052
H (4.668, 7.523, -2.949)  0.048

Atoms 1-2, force components in eV/Å:
C 0.5477 -0.9983 -0.4535
C -0.4993 0.4378 -0.1953

---

Look up the energy relative to the best compared isomer or geometry (same formula, charge and spin) of the first one. 25.01 kcal/mol

---

Which value of max |F| does entry 1 give? 1.77 eV Å⁻¹

---

Which value of max |F| does entry 1 give? 1.77 eV Å⁻¹